23
Properties=species:S:1:pos:R:3:lowdin_charge:R:1 method="wB97M-V/def2-TZVPD" homo_ev="-7.21 / -7.21" orbital_gap_ev="7.1 / 7.1" de_lowest_ev=3.278 lumo_ha="-0.0039 / -0.0039" e_tot_ev=-18042.476 smiles="C=c1[nH]c2c(C)[nH]c(=O)c(=C)n2c1=O" multiplicity=1
C 3.467 0.864 -0.157 0.10
C 2.139 0.784 -0.050 -0.22
N 1.359 -0.417 0.043 0.12
C 0.054 -0.041 -0.176 -0.20
C -1.119 -0.888 -0.010 -0.17
C -0.996 -2.384 -0.003 -0.03
N -2.368 -0.224 0.059 0.13
C -2.552 1.093 -0.065 -0.43
O -3.657 1.608 -0.178 0.05
C -1.294 1.971 0.009 -0.16
C -1.430 3.233 0.334 0.11
N -0.057 1.329 -0.182 0.09
C 1.190 1.912 -0.022 -0.34
O 1.420 3.118 -0.131 0.08
H 4.044 0.049 -0.271 0.01
H 4.047 1.883 -0.188 0.12
H 1.599 -1.322 -0.355 0.15
H -0.980 -2.640 1.014 0.06
H -0.040 -2.616 -0.450 0.07
H -1.892 -2.882 -0.310 0.08
H -3.271 -0.707 -0.072 0.18
H -0.630 3.901 0.783 0.10
H -2.491 3.509 0.557 0.09

41
Properties=species:S:1:pos:R:3:lowdin_charge:R:1 method="wB97M-V/def2-TZVPD" homo_ev=-4.12 orbital_gap_ev=9.3 de_lowest_ev=5.190 lumo_ha=0.1903 e_tot_ev=-43985.436 total_charge=-2 multiplicity=1
S 0.069 0.007 0.074 0.51
O -0.805 0.669 -0.900 -0.36
O -0.728 -0.903 0.808 -0.31
O 1.098 -0.646 -0.867 -0.37
O 0.677 1.103 0.818 -0.34
O 0.082 -2.608 -2.151 -0.09
H 0.557 -1.801 -2.014 -0.05
H -0.494 -1.984 -2.610 -0.03
O -0.108 -2.642 2.683 -0.06
H -0.355 -2.008 1.951 0.00
H -0.506 -3.352 2.290 -0.03
O 1.596 0.144 -3.127 -0.07
H 1.046 0.925 -3.081 -0.03
H 1.613 -0.124 -2.200 -0.04
O -0.221 3.116 2.197 -0.11
H 0.554 3.617 2.350 -0.01
H 0.022 2.187 1.786 0.02
O -1.730 0.342 2.967 0.02
H -1.927 -0.216 3.717 0.05
H -1.404 0.025 2.226 -0.11
O 2.007 0.654 3.125 -0.17
H 1.218 0.790 2.531 -0.01
H 1.779 -0.176 3.824 0.13
O 3.257 -1.769 -0.355 -0.13
H 2.339 -1.444 -0.660 -0.02
H 2.982 -2.464 0.253 0.01
O -1.333 -0.605 -3.191 -0.05
H -1.021 0.095 -3.758 0.04
H -1.126 -0.174 -2.347 -0.01
O -0.261 2.353 -2.738 -0.04
H 0.563 2.800 -2.363 0.11
H -0.573 1.783 -2.126 -0.10
O -3.229 1.398 -1.062 -0.22
H -3.665 0.365 -1.155 0.12
H -2.227 1.098 -0.952 -0.02
O -2.757 -2.379 0.927 -0.16
H -1.877 -1.813 0.970 -0.01
H -3.494 -1.710 0.723 0.05
O 2.886 2.096 0.288 -0.04
H 3.460 1.435 0.609 0.01
H 2.032 1.817 0.524 -0.08

137
Properties=species:S:1:pos:R:3:lowdin_charge:R:1 method="wB97M-V/def2-TZVPD" homo_ev=-8.65 orbital_gap_ev=7.4 lumo_ha=-0.0459 e_tot_ev=-136699.132 multiplicity=1
C 0.917 3.440 3.691 0.04
C 0.387 2.231 3.389 -0.12
C 0.903 1.370 2.282 -0.13
C 0.201 1.243 1.089 0.05
C 0.669 0.424 0.089 -0.09
C 1.846 -0.305 0.255 -0.03
C 2.578 -0.165 1.434 -0.06
C 3.927 -0.856 1.650 -0.14
O 4.970 0.100 1.589 -0.10
C 4.878 0.896 0.407 -0.13
C 4.280 2.269 0.704 -0.13
O 3.030 2.334 0.012 -0.17
C 2.684 3.568 -0.579 -0.24
C 1.189 3.487 -0.829 -0.06
C 2.113 0.681 2.469 -0.10
C 2.888 0.805 3.755 -0.13
C 2.271 -0.052 4.905 -0.17
C 3.244 -1.063 5.530 -0.18
C 3.216 -2.488 4.925 -0.28
N 2.046 -2.758 4.080 0.00
C 2.241 -1.196 -0.887 -0.31
O 3.377 -1.475 -1.168 0.09
C 1.073 -1.778 -1.664 -0.12
P 1.334 -3.471 -2.266 0.19
O 0.000 -4.051 -2.930 -0.19
O 1.555 -4.305 -0.896 -0.19
S 2.822 -3.728 -3.434 0.37
C -0.039 -1.037 -1.832 -0.18
O -1.131 -1.517 -2.457 -0.06
C -1.749 -0.652 -3.458 -0.10
C -0.973 -0.525 -4.779 -0.29
C -0.382 -1.856 -5.242 -0.04
C 0.015 0.683 -4.824 -0.36
C -0.131 1.332 -6.223 -0.08
C 1.499 0.329 -4.654 -0.06
C -0.067 0.329 -1.197 -0.21
O -0.624 1.300 -1.659 0.09
H 1.173 3.671 4.722 0.07
H 1.040 4.198 2.921 0.07
H -0.446 1.844 3.978 0.11
H -0.724 1.794 0.963 0.12
H 3.939 -1.264 2.661 0.10
H 4.062 -1.701 0.977 0.13
H 5.892 1.009 0.022 0.11
H 4.302 0.429 -0.386 0.11
H 4.097 2.367 1.779 0.13
H 4.953 3.055 0.370 0.10
H 3.215 3.754 -1.520 0.12
H 2.888 4.372 0.136 0.12
H 0.636 3.597 0.100 0.06
H 0.931 2.513 -1.252 0.06
H 0.869 4.266 -1.521 0.09
H 3.936 0.566 3.600 0.10
H 2.875 1.845 4.067 0.10
H 2.024 0.665 5.692 0.11
H 1.326 -0.501 4.607 0.10
H 4.248 -0.665 5.364 0.10
H 3.116 -1.094 6.611 0.10
H 4.167 -2.718 4.431 0.10
H 3.156 -3.195 5.756 0.10
H 2.186 -3.664 3.644 0.07
H 1.982 -2.096 3.313 0.04
H -0.784 -3.979 -2.368 0.06
H 0.806 -4.196 -0.290 0.07
H -2.677 -1.145 -3.725 0.10
H -2.032 0.318 -3.060 0.12
H -1.758 -0.286 -5.503 0.13
H 0.567 -2.115 -4.785 0.03
H -0.283 -1.873 -6.329 0.09
H -1.098 -2.648 -5.007 0.08
H -0.322 1.441 -4.118 0.11
H -1.171 1.534 -6.475 0.07
H 0.303 0.663 -6.970 0.08
H 0.470 2.243 -6.258 0.08
H 1.997 1.153 -4.133 0.08
H 1.692 -0.561 -4.057 0.05
H 2.014 0.223 -5.609 0.08
C -2.877 -2.923 -0.602 -0.07
C -3.126 -4.401 -0.443 -0.30
O -4.084 -4.436 0.602 0.14
C -4.781 -3.258 0.532 -0.56
O -5.812 -3.048 1.079 0.17
O -4.139 -2.372 -0.240 0.09
F -2.001 -5.063 -0.050 0.07
H -2.115 -2.560 0.095 0.15
H -2.607 -2.635 -1.612 0.09
H -3.534 -4.895 -1.328 0.17
C -5.428 -2.778 4.442 -0.05
C -4.199 -1.901 4.414 -0.30
O -4.705 -0.643 4.799 0.10
C -5.796 -0.875 5.597 -0.53
O -6.301 -0.066 6.294 0.19
O -6.201 -2.166 5.480 0.08
F -3.680 -1.805 3.161 0.07
H -5.978 -2.738 3.502 0.13
H -5.206 -3.815 4.681 0.14
H -3.411 -2.201 5.107 0.18
C -7.168 -3.623 -2.990 -0.03
C -6.722 -4.688 -3.967 -0.31
O -5.493 -4.159 -4.446 0.15
C -4.980 -3.379 -3.464 -0.53
O -3.855 -2.991 -3.426 0.16
O -5.913 -3.108 -2.529 0.08
F -7.580 -4.828 -5.000 0.09
H -7.725 -2.829 -3.489 0.15
H -7.755 -4.010 -2.163 0.15
H -6.540 -5.667 -3.521 0.18
C -3.779 4.200 -1.030 -0.02
C -2.343 3.813 -1.310 -0.29
O -1.685 4.232 -0.124 0.16
C -2.594 4.164 0.884 -0.62
O -2.319 4.184 2.039 0.11
O -3.849 4.058 0.393 0.02
F -1.830 4.487 -2.367 0.08
H -3.975 5.238 -1.305 0.14
H -4.502 3.553 -1.518 0.14
H -2.182 2.743 -1.453 0.14
C -2.932 2.866 2.528 -0.22
C -3.486 1.546 3.020 -0.28
O -4.450 1.236 2.025 0.17
C -4.038 1.815 0.864 -0.44
O -4.460 1.553 -0.212 0.21
O -3.067 2.732 1.107 0.03
F -4.096 1.667 4.220 0.09
H -3.529 3.710 2.874 0.19
H -1.893 3.031 2.803 0.13
H -2.755 0.737 3.075 0.16
C 9.407 1.589 -1.454 -0.05
C 10.121 2.911 -1.271 -0.31
O 9.063 3.775 -0.902 0.14
C 8.114 3.017 -0.282 -0.54
O 7.225 3.450 0.371 0.18
O 8.336 1.702 -0.513 0.07
F 10.679 3.353 -2.422 0.08
H 9.000 1.492 -2.461 0.15
H 10.029 0.727 -1.231 0.14
H 10.878 2.913 -0.485 0.17

28
Properties=species:S:1:pos:R:3:lowdin_charge:R:1 method="wB97M-V/def2-TZVPD" homo_ev="-0.77 / -1.78" orbital_gap_ev="4.1 / 5.2" de_lowest_ev=3.817 lumo_ha="0.1209 / 0.1263" s2=1.2490 e_tot_ev=-206519.581 total_charge=-2 multiplicity=2
Ru 1.456 -1.413 1.153 0.21
Se 0.638 -1.393 3.220 0.02
Te 4.209 -3.993 4.570 -0.16
Te 5.451 -1.833 1.503 -0.07
Se 1.091 -3.597 0.774 0.01
Cl 3.848 3.047 1.654 0.57
C 2.644 2.585 0.426 -1.00
Cl 3.296 2.808 -1.204 0.57
C 2.210 1.132 0.687 -0.85
O 1.152 0.995 1.322 -0.11
O 2.914 0.191 0.261 -0.18
H 1.791 3.241 0.538 0.06
Te 3.095 -2.607 2.503 -0.16
N -4.748 0.455 -1.512 0.01
C -3.507 0.972 -1.867 -0.87
S -3.483 2.277 -2.939 0.43
C -2.357 0.376 -1.285 -0.27
C -2.437 -0.682 -0.334 -0.04
C -1.302 -1.316 0.092 -0.21
N -0.054 -1.013 -0.338 -0.14
C 0.037 0.046 -1.189 -0.15
C -1.037 0.745 -1.657 -0.05
H -5.488 0.779 -2.109 0.04
H -4.789 -0.525 -1.276 0.06
H -3.386 -1.001 0.078 0.09
H -1.396 -2.129 0.795 0.05
H 1.038 0.289 -1.524 0.10
H -0.886 1.565 -2.343 0.07

9
Properties=species:S:1:pos:R:3:lowdin_charge:R:1 method="wB97M-V/def2-TZVPD" homo_ev="-6.80 / -11.38" orbital_gap_ev="7.0 / 8.4" de_lowest_ev=2.200 lumo_ha="0.0085 / -0.1101" s2=2.0130 e_tot_ev=-21244.235 multiplicity=3
C -0.885 0.418 0.238 -0.26
C -0.051 0.902 -0.712 -0.39
C 1.168 -1.189 -0.114 -0.61
N -1.847 -0.073 0.784 0.21
O 2.047 -0.724 0.476 0.21
O 0.547 -1.955 -0.713 0.22
Cl 0.962 2.339 -0.238 0.57
H 0.719 -0.048 -0.720 0.03
H -2.659 0.329 1.000 0.02

What did the first record say?
23
Properties=species:S:1:pos:R:3:lowdin_charge:R:1 method="wB97M-V/def2-TZVPD" homo_ev="-7.21 / -7.21" orbital_gap_ev="7.1 / 7.1" de_lowest_ev=3.278 lumo_ha="-0.0039 / -0.0039" e_tot_ev=-18042.476 smiles="C=c1[nH]c2c(C)[nH]c(=O)c(=C)n2c1=O" multiplicity=1
C 3.467 0.864 -0.157 0.10
C 2.139 0.784 -0.050 -0.22
N 1.359 -0.417 0.043 0.12
C 0.054 -0.041 -0.176 -0.20
C -1.119 -0.888 -0.010 -0.17
C -0.996 -2.384 -0.003 -0.03
N -2.368 -0.224 0.059 0.13
C -2.552 1.093 -0.065 -0.43
O -3.657 1.608 -0.178 0.05
C -1.294 1.971 0.009 -0.16
C -1.430 3.233 0.334 0.11
N -0.057 1.329 -0.182 0.09
C 1.190 1.912 -0.022 -0.34
O 1.420 3.118 -0.131 0.08
H 4.044 0.049 -0.271 0.01
H 4.047 1.883 -0.188 0.12
H 1.599 -1.322 -0.355 0.15
H -0.980 -2.640 1.014 0.06
H -0.040 -2.616 -0.450 0.07
H -1.892 -2.882 -0.310 0.08
H -3.271 -0.707 -0.072 0.18
H -0.630 3.901 0.783 0.10
H -2.491 3.509 0.557 0.09